21
Properties=species:S:1:pos:R:3:nbo_charge:R:1 method="wB97M-V/def2-TZVPD" energy_ha=-1022.76925 spin_multiplicity=1 homo_lumo_gap_ev=6.23 charge=-2
C -2.38933 1.40105 -0.24063 -0.31
C -1.23631 2.01637 -0.69346 -0.21
C -2.30436 0.05911 0.26611 -0.22
C -0.05693 1.25304 -0.83368 -0.22
C -1.15962 -0.65846 0.07561 -0.07
C -0.00859 -0.12166 -0.54721 0.23
C -1.08683 -1.98139 0.80282 -0.64
N 0.96482 -0.89680 -1.08520 -0.38
N 2.22340 -0.85166 -0.87579 0.14
O 3.01782 -1.47513 -1.56667 -0.48
O 1.55063 0.27025 1.37207 -1.22
O 4.01916 -0.26937 1.03562 -1.21
O 3.01117 1.66571 -0.26567 -1.22
P 2.80285 0.36972 0.49118 2.39
H -3.12358 2.06116 0.07349 0.17
H -1.15821 3.02135 -0.87993 0.18
H -2.95918 -0.50331 0.87930 0.19
H 0.81289 1.75313 -1.18456 0.25
H -1.63306 -2.93920 0.44561 0.18
H -0.06048 -2.35949 0.83343 0.24
H -1.22624 -1.81442 1.89756 0.21



17
Properties=species:S:1:pos:R:3:nbo_charge:R:1 method="wB97M-V/def2-TZVPD" energy_ha=-778.51027 spin_multiplicity=3 homo_lumo_gap_ev="4.29 / 5.30" charge=-1
C -3.39298 -0.97789 -0.10722 0.00
C -1.35533 -1.58938 0.10125 0.16
C -2.65632 0.18741 -0.07906 -0.13
C 2.57312 0.91466 -0.08014 -0.19
C 1.17205 0.29937 0.01213 -0.37
C 3.89360 0.46566 0.02233 -0.59
C -0.23969 0.61193 0.04646 -0.12
N -2.58490 -2.01373 0.05177 -0.51
N -1.30681 -0.19468 0.04789 -0.35
S -3.14528 1.82618 -0.00293 -0.12
H -4.40496 -0.94911 -0.26189 0.19
H -0.55200 -2.14173 0.29766 0.18
H 2.37603 1.93088 -0.27431 0.16
H 1.24555 -0.73478 0.02211 0.14
H 3.95302 -0.54341 0.07535 0.17
H 4.75410 1.18314 0.15729 0.19
H -0.32920 1.72547 -0.02869 0.20



17
Properties=species:S:1:pos:R:3:nbo_charge:R:1 method="wB97M-V/def2-TZVPD" energy_ha=-778.22606 spin_multiplicity=1 homo_lumo_gap_ev="6.96 / 6.95" charge=+1
C 0.58105 -1.01570 1.59118 -0.25
C -0.62565 -0.42159 1.74354 -0.08
C 1.44176 -0.99338 0.44284 0.15
C -2.91558 1.66358 -0.07942 -0.09
C -1.29297 0.38202 0.76371 -0.07
C -0.87095 0.71063 -0.47999 0.12
C 1.97434 -0.29682 -1.84934 -0.44
N -2.50334 0.97961 0.93451 -0.34
N 1.24341 -0.41391 -0.66209 -0.23
S -1.85758 1.69154 -1.44916 0.52
H 0.96954 -1.58777 2.42122 0.25
H -1.16442 -0.53860 2.67370 0.26
H 2.37457 -1.55915 0.55411 0.23
H -3.85378 2.18774 -0.08124 0.26
H 1.30900 -0.43892 -2.70625 0.24
H 2.41723 0.69947 -1.91644 0.24
H 2.77338 -1.04876 -1.90088 0.24



18
Properties=species:S:1:pos:R:3:nbo_charge:R:1 method="wB97M-V/def2-TZVPD" energy_ha=-510.10852 spin_multiplicity=1 homo_lumo_gap_ev=8.98
C 0.27220 0.44659 2.43145 0.05
C -0.17789 -0.43195 1.12874 0.32
C -1.53529 -1.89629 0.44160 -0.09
C -1.23229 -1.25149 -0.69355 -0.10
C 0.99312 -0.29504 -1.02909 -0.30
C 0.53953 0.64716 -2.05256 -0.02
C 0.23737 1.44277 -2.87716 -0.23
H 1.62005 2.66083 1.16610 0.46
H -0.50804 -0.11411 3.42179 0.29
H -2.37524 -2.52501 0.67786 0.21
H -1.87124 -1.08335 -1.83007 0.28
H 1.48767 -1.28870 -1.33084 0.23
H 1.99004 -0.02864 -0.55482 0.28
H -0.35580 2.11943 -3.56755 0.26
N 0.76783 1.61176 2.45126 -0.15
N -1.07655 -1.38027 1.59237 -0.47
N -0.07140 -0.54282 -0.18974 -0.37
O 1.29593 1.90912 0.81423 -0.64



18
Properties=species:S:1:pos:R:3:nbo_charge:R:1 method="wB97M-V/def2-TZVPD" energy_ha=-509.49951 spin_multiplicity=1 homo_lumo_gap_ev="9.47 / 6.08" charge=+2
C -0.50898 -1.18946 -3.19687 0.89
C 1.33053 1.17972 -1.47359 0.06
C 0.52783 0.27209 -2.09223 0.40
C -0.51401 -0.60694 -1.16691 0.54
C 0.38501 0.53658 0.64997 0.61
C 0.56490 0.86547 2.00118 -0.73
C -1.28856 -1.10870 1.13310 -0.45
N 1.15391 1.25870 -0.16436 -0.29
N -1.01211 -1.48031 -2.09277 -0.48
N -0.48325 -0.40515 0.16412 -0.34
O 0.35903 -0.30236 -3.33358 -0.37
H 2.07692 1.93737 -1.87202 0.32
H 0.23590 -0.03028 2.70717 0.29
H 1.63169 1.18176 2.15203 0.34
H -0.06519 1.79571 2.32811 0.38
H -0.58824 -1.11506 2.00357 0.24
H -2.25943 -0.60866 1.34404 0.28
H -1.54594 -2.18047 0.90904 0.30



20
Properties=species:S:1:pos:R:3:nbo_charge:R:1 method="wB97M-V/def2-TZVPD" energy_ha=-983.66374 spin_multiplicity=1 homo_lumo_gap_ev=8.54
C -1.26710 1.46226 -0.86591 0.21
C 1.42926 0.09955 -1.43764 -0.21
C 0.06209 -0.25878 -1.85805 -0.11
C 1.72054 0.07516 -0.15724 -0.15
C -0.72480 -1.08512 -0.77947 -0.15
C 0.72010 -0.03979 0.89905 -0.18
C -0.55229 -0.71063 0.49181 0.10
N -0.71065 1.01665 -1.81322 -0.47
N 0.50435 1.29016 1.45498 -0.84
N -1.33659 -1.46004 1.45105 0.52
O -0.80614 -1.84444 2.45724 -0.37
O -2.48259 -1.73568 1.16759 -0.38
S -2.14019 1.65998 0.42476 0.09
H 2.18506 0.37045 -2.08180 0.22
H -0.05783 -0.62333 -2.96907 0.24
H 2.74269 0.26683 -0.08381 0.22
H -1.65383 -1.52729 -1.06989 0.25
H 1.06096 -0.56403 1.70892 0.25
H 0.38325 2.02869 0.73694 0.38
H 0.92370 1.57940 2.32374 0.39



20
Properties=species:S:1:pos:R:3:nbo_charge:R:1 method="wB97M-V/def2-TZVPD" energy_ha=-983.70888 spin_multiplicity=1 homo_lumo_gap_ev=8.50
C -1.01296 1.11348 -2.15239 -0.13
C -0.29574 -0.09248 -1.85878 -0.28
C -1.08047 2.09332 -1.15439 -0.33
C 0.28406 -0.14755 -0.57019 0.04
C -0.55469 2.02471 0.13402 -0.02
C 0.55308 0.59661 1.69939 0.50
C 0.70942 -0.89194 2.03500 -0.66
N 0.06117 0.79740 0.32796 -0.39
N 2.01619 1.17561 1.68674 -0.10
N 2.09578 2.21399 2.31197 -0.26
O 0.81806 2.59456 4.60007 -0.88
O -0.15930 1.34020 2.57283 -0.68
S 0.53103 2.71481 3.19822 1.58
H -1.33013 1.10532 -3.24760 0.23
H -0.02842 -0.73676 -2.72563 0.23
H -1.62248 2.97884 -1.31112 0.21
H 1.06087 -0.87501 -0.33920 0.22
H 0.30444 -1.07329 2.98662 0.25
H 1.76281 -1.07792 2.14353 0.24
H 0.21973 -1.51262 1.23155 0.23



16
Properties=species:S:1:pos:R:3:nbo_charge:R:1 method="wB97M-V/def2-TZVPD" energy_ha=-400.73791 spin_multiplicity=1 homo_lumo_gap_ev="8.15 / 8.54"
C -2.30824 -0.20241 -0.09389 -0.21
C -1.82546 1.09648 -0.12326 -0.20
C -1.42922 -1.25908 0.07139 -0.20
C -0.46981 1.33843 -0.01284 -0.20
C -0.07364 -1.01617 0.19604 -0.19
C 0.43168 0.28013 0.12243 -0.08
C 1.85118 0.60012 0.20813 -0.06
N 2.82851 -0.14397 -0.08735 0.14
O 4.03457 -0.11969 -0.09146 -0.29
H -3.36703 -0.39125 -0.18985 0.22
H -2.50794 1.92647 -0.23476 0.22
H -1.79805 -2.27367 0.11389 0.22
H -0.10357 2.35459 -0.05169 0.21
H 0.60955 -1.84407 0.33455 0.22
H 2.07711 1.62773 0.50128 0.20
H 2.05037 -1.97365 -0.66262 0.00



16
Properties=species:S:1:pos:R:3:nbo_charge:R:1 method="wB97M-V/def2-TZVPD" energy_ha=-400.62735 spin_multiplicity=1 homo_lumo_gap_ev=8.46
C -1.00364 0.17691 -1.49653 -0.43
C -1.56444 -0.68795 -0.39689 -0.16
C -0.83161 -0.17081 0.93577 -0.27
C -0.04088 1.14732 0.46561 0.05
C 0.91664 -0.63634 -0.39107 0.03
C 0.14300 0.61832 -0.87718 -0.30
C -0.21716 -1.43905 0.18358 -0.25
H -0.65609 -0.45094 -2.31817 0.23
H -1.77198 0.84087 -1.50107 0.22
H -2.33469 -1.30573 -0.38797 0.22
H -1.43387 -0.12021 1.77147 0.23
H -0.46023 2.04354 0.51409 0.21
H 0.82550 1.19547 -1.57147 0.22
H 0.17374 -2.32121 0.60609 0.25
N 1.54207 -0.22732 0.67106 0.02
O 1.30645 0.95738 0.95623 -0.27



16
Properties=species:S:1:pos:R:3:nbo_charge:R:1 method="wB97M-V/def2-TZVPD" energy_ha=-400.78152 spin_multiplicity=1 homo_lumo_gap_ev=8.90
C 2.80686 -0.41571 0.18423 -0.27
C 2.24872 0.25821 -0.94487 -0.25
C 1.79624 -0.68107 1.05407 -0.02
C 0.91664 0.35373 -0.74399 -0.05
C -2.99008 0.67553 0.04585 -0.69
C -1.83191 -0.30018 0.28473 0.40
C -0.59720 -0.49306 0.97609 0.18
N 0.57842 -0.32284 0.41431 -0.40
O -1.97188 -1.38205 -0.31804 -0.56
H 3.89878 -0.53330 0.20161 0.23
H 2.92260 0.61978 -1.69543 0.23
H 1.55671 -1.15127 2.04197 0.25
H 0.25977 0.88345 -1.38247 0.22
H -3.85090 -0.06676 -0.13664 0.26
H -2.54823 1.27345 -0.90262 0.24
H -3.19455 1.28209 0.92122 0.23



16
Properties=species:S:1:pos:R:3:nbo_charge:R:1 method="wB97M-V/def2-TZVPD" energy_ha=-400.84240 spin_multiplicity=1 homo_lumo_gap_ev=9.80
C -1.27634 1.38618 0.29438 -0.14
C -2.38242 0.79353 0.67744 -0.32
C -0.59682 0.72907 -0.79840 -0.12
C 0.50035 -0.00241 -0.74209 -0.32
C -2.63467 -0.50808 0.06427 0.26
C 1.29443 -0.24152 0.45053 0.54
C 2.52552 -1.10801 0.17417 -0.72
N -2.60328 -1.42308 -0.62244 -0.31
O 0.86073 0.06054 1.54757 -0.53
H -0.79949 2.33211 0.74078 0.25
H -3.13044 1.14653 1.38358 0.24
H -1.03272 1.06354 -1.79302 0.23
H 0.78502 -0.37257 -1.74498 0.22
H 2.11068 -1.90859 -0.43354 0.24
H 2.96971 -1.31690 1.18259 0.24
H 3.40974 -0.63034 -0.38085 0.24



18
Properties=species:S:1:pos:R:3:nbo_charge:R:1 method="wB97M-V/def2-TZVPD" energy_ha=-874.10538 spin_multiplicity=1 homo_lumo_gap_ev="6.61 / 6.59"
C -0.12655 0.12613 -2.83396 -0.20
C 1.23828 -0.09454 -2.61259 -0.21
C -0.94246 0.49177 -1.81819 -0.20
C 1.77492 -0.01357 -1.38587 -0.15
C -0.32530 0.72923 -0.54316 -0.16
C 0.95024 0.39924 -0.23194 -0.19
C 1.63738 0.42351 0.99107 -0.25
N 0.10559 -1.26612 3.34533 -0.09
O 0.60074 -2.07233 4.37452 -0.63
O -0.84042 -0.29677 3.83680 -0.61
S 1.77201 -0.11347 2.39545 0.67
H -0.44187 0.00644 -3.79340 0.21
H 1.90910 -0.27591 -3.53708 0.22
H -2.09857 0.44169 -1.90115 0.23
H 2.78127 -0.28890 -1.21705 0.22
H -1.04948 1.16631 0.17515 0.23
H 0.04372 -2.94819 4.50839 0.47
H -0.45178 0.15967 4.64949 0.44